No. 1
DFT (wB97M-V/def2-TZVPD) results for a molecular structure, C11H17BiBr2N2O2.

## Properties
LUMO energy (hartree): -0.287
Max |F| (Eh/bohr): 0.015
Frontier orbital gap (hartree): 0.28014
E_HOMO (eV): -15.4
Charge: +2
Spin multiplicity: 1
Energy relative to the best compared isomer or geometry (same formula, charge and spin) (eV): 0.304

```
35
Properties=species:S:1:pos:R:3:lowdin_charge:R:1
Bi 1.117 0.874 0.258 1.735
N 1.344 -0.686 2.032 -0.096
C 0.445 -0.420 3.181 -0.210
C 0.536 1.023 3.670 -0.161
C -0.365 1.999 2.913 -0.211
N 0.280 2.539 1.695 -0.093
H 1.130 -1.620 1.678 0.122
H 2.314 -0.716 2.350 0.118
H 0.709 -1.101 3.993 0.141
H -0.576 -0.643 2.868 0.123
H 1.573 1.367 3.661 0.124
H 0.210 1.024 4.710 0.137
H -0.634 2.832 3.566 0.141
H -1.289 1.500 2.611 0.126
H 1.003 3.212 1.946 0.124
H -0.430 3.028 1.150 0.099
Br -0.147 2.721 -2.034 0.627
C 1.243 2.735 -3.410 -0.943
Br 2.707 1.591 -2.887 0.600
H 1.599 3.758 -3.516 0.026
H 0.804 2.359 -4.331 0.027
O -2.594 -0.899 0.657 0.176
C -1.612 -0.717 0.011 -0.498
O -0.806 0.350 0.374 -0.392
C -1.172 -1.511 -1.150 -0.150
C -2.108 -2.372 -1.734 0.026
C -1.772 -3.096 -2.865 -0.021
C -0.510 -2.975 -3.425 -0.027
C 0.436 -2.137 -2.844 -0.050
C 0.097 -1.427 -1.714 -0.098
H -3.086 -2.457 -1.285 0.135
H -2.499 -3.752 -3.316 0.126
H -0.246 -3.535 -4.308 0.124
H 1.423 -2.042 -3.267 0.116
H 0.874 -0.808 -1.239 -0.024
```

---

No. 2
DFT (wB97M-V/def2-TZVPD) results for a molecular structure, C44H51BN8S4Ti.

## Properties
LUMO energy (hartree): -0.227
Max |F| (Eh/bohr): 0.031
Frontier orbital gap (hartree): 0.26375
E_HOMO (eV): -13.4
Charge: +2
Spin multiplicity: 1
Energy relative to the best compared isomer or geometry (same formula, charge and spin) (eV): 0.000

```
109
Properties=species:S:1:pos:R:3:lowdin_charge:R:1
Ti -0.168 0.041 0.338 0.497
C 4.587 -1.752 1.925 -0.056
C 4.342 -1.011 0.663 -0.234
C 5.295 -0.831 -0.298 0.088
C 4.981 -0.088 -1.461 -0.183
N 3.778 0.396 -1.654 0.186
N 2.822 0.205 -0.755 0.018
B 1.372 0.767 -0.970 -0.638
N 0.823 0.507 -2.404 0.008
N 1.628 0.134 -3.375 0.187
C 1.197 0.026 -4.612 -0.180
C -0.141 0.322 -4.939 0.104
C -1.022 0.643 -3.936 -0.226
C -2.466 0.900 -4.187 -0.041
C -0.498 0.715 -2.621 -0.528
S -1.547 1.061 -1.302 0.824
C 2.198 -0.372 -5.670 -0.528
C 1.527 -0.967 -6.911 -0.041
C 2.930 0.918 -6.077 -0.021
C 3.153 -1.416 -5.086 -0.042
N 1.398 2.339 -0.780 0.006
N 2.001 3.002 -1.754 0.193
C 2.089 4.309 -1.728 -0.177
C 1.558 5.046 -0.644 0.096
C 0.919 4.388 0.373 -0.226
C 0.303 5.082 1.530 -0.054
C 0.833 2.969 0.270 -0.543
S -0.032 2.115 1.480 0.784
C 2.753 5.027 -2.879 -0.544
C 3.224 4.032 -3.935 -0.050
C 3.957 5.818 -2.343 -0.022
C 1.740 5.987 -3.519 -0.025
C 3.060 -0.455 0.401 -0.526
S 1.838 -0.662 1.577 0.832
C 6.092 0.134 -2.461 -0.540
C 5.631 0.986 -3.634 -0.039
C 7.249 0.863 -1.761 -0.024
C 6.572 -1.232 -2.977 -0.018
H 5.588 -2.170 1.948 0.095
H 3.858 -2.553 2.033 0.081
H 4.459 -1.085 2.775 0.093
H 6.281 -1.243 -0.159 0.130
H -0.480 0.279 -5.961 0.131
H -2.730 0.654 -5.212 0.097
H -2.693 1.951 -4.007 0.102
H -3.080 0.316 -3.502 0.064
H 1.013 -0.210 -7.496 0.085
H 0.826 -1.755 -6.646 0.095
H 2.296 -1.398 -7.546 0.099
H 2.247 1.602 -6.577 0.094
H 3.730 0.678 -6.771 0.102
H 3.348 1.422 -5.212 0.052
H 2.634 -2.369 -5.007 0.077
H 3.496 -1.120 -4.100 0.047
H 4.006 -1.552 -5.744 0.101
H 1.639 6.120 -0.618 0.133
H 0.465 6.154 1.480 0.096
H 0.717 4.699 2.460 0.090
H -0.769 4.887 1.553 0.091
H 3.916 3.322 -3.495 0.052
H 3.725 4.561 -4.740 0.101
H 2.381 3.483 -4.345 0.075
H 4.669 5.155 -1.857 0.093
H 3.658 6.584 -1.633 0.083
H 4.459 6.308 -3.172 0.096
H 0.874 5.440 -3.888 0.092
H 2.210 6.487 -4.362 0.097
H 1.398 6.750 -2.826 0.083
H 5.231 1.926 -3.269 0.062
H 4.866 0.470 -4.197 0.046
H 6.472 1.194 -4.288 0.104
H 6.923 1.837 -1.402 0.094
H 8.051 1.018 -2.478 0.097
H 7.654 0.304 -0.923 0.082
H 5.748 -1.794 -3.408 0.079
H 7.025 -1.833 -2.193 0.084
H 7.319 -1.076 -3.750 0.098
S -3.874 -1.763 -0.482 1.117
C -3.242 -2.292 -1.980 -0.351
C -1.906 -2.551 -1.925 -0.110
C -1.345 -2.312 -0.648 -0.288
C -2.297 -1.855 0.255 -0.466
C -2.114 -1.547 1.676 -0.263
C -3.016 -1.992 2.646 0.020
C -2.779 -1.698 3.977 0.005
C -1.661 -0.943 4.311 0.002
C -0.809 -0.534 3.300 -0.140
N -1.020 -0.834 2.016 -0.078
H -3.889 -2.403 -2.828 0.087
H -1.340 -2.927 -2.758 0.127
H -3.882 -2.566 2.348 0.123
H -3.446 -2.061 4.744 0.130
H -1.434 -0.692 5.334 0.126
H 0.094 0.032 3.518 0.086
C 0.092 -2.609 -0.295 -0.137
C 0.700 -3.754 -1.070 -0.208
C 1.522 -3.484 -2.160 -0.019
C 2.177 -4.510 -2.811 -0.003
C 2.009 -5.822 -2.370 -0.215
C 1.167 -6.102 -1.295 0.007
C 0.521 -5.067 -0.647 0.000
C 2.717 -6.871 -3.009 -0.178
N 3.312 -7.701 -3.524 0.193
H 0.705 -1.707 -0.526 0.048
H 0.164 -2.837 0.781 0.124
H 1.661 -2.461 -2.492 0.100
H 2.839 -4.310 -3.640 0.115
H 1.052 -7.122 -0.960 0.132
H -0.117 -5.278 0.198 0.128
```

---

No. 3
DFT (wB97M-V/def2-TZVPD) results for 2 unconnected molecules or ions with the total composition C8H17N.

## Properties
LUMO energy (hartree): 0.037
Max |F| (Eh/bohr): 0.022
Frontier orbital gap (hartree): 0.31711
E_HOMO (eV): -7.6
Charge: 0
SMILES: C=C(C)NC.C=CCC
Spin multiplicity: 1
Energy relative to the best compared isomer or geometry (same formula, charge and spin) (eV): 0.992

```
26
Properties=species:S:1:pos:R:3:lowdin_charge:R:1
C -1.327 -2.164 -1.728 0.006
C -0.656 -1.931 -0.591 -0.447
C -1.404 -1.973 0.722 -0.053
N 0.693 -1.650 -0.509 -0.051
C 1.590 -1.252 -1.572 -0.094
H -0.840 -2.170 -2.696 0.033
H -2.390 -2.383 -1.722 0.045
H -1.224 -2.926 1.228 0.082
H -2.484 -1.854 0.583 0.080
H -1.077 -1.167 1.386 0.059
H 1.012 -1.390 0.423 0.110
H 1.090 -1.122 -2.536 0.075
H 2.382 -1.997 -1.687 0.078
H 2.060 -0.297 -1.318 0.062
C 1.771 1.153 1.625 -0.007
C 0.466 1.450 1.613 -0.204
C -0.331 1.713 0.367 -0.285
C -0.646 3.190 0.207 -0.114
H 2.352 1.105 0.710 0.049
H 2.289 0.961 2.560 0.050
H -0.076 1.492 2.556 0.101
H -1.267 1.146 0.422 0.102
H 0.201 1.359 -0.523 0.100
H -1.150 3.590 1.093 0.074
H -1.302 3.344 -0.656 0.072
H 0.269 3.769 0.043 0.077
```

---

No. 4
DFT (wB97M-V/def2-TZVPD) results for 7 unconnected molecules or ions with the total composition H14O7.

## Properties
LUMO energy (hartree): 0.001
Max |F| (Eh/bohr): 0.012
Frontier orbital gap (hartree): 0.39574
E_HOMO (eV): -10.7
Charge: 0
SMILES: O.O.O.O.O.O.O
Spin multiplicity: 1
Energy relative to the best compared isomer or geometry (same formula, charge and spin) (eV): 1.497

```
21
Properties=species:S:1:pos:R:3:lowdin_charge:R:1
O 40.198 -32.107 -11.469 -0.031
H 40.938 -31.883 -12.034 0.057
H 40.166 -33.064 -11.484 0.056
O 36.357 -27.036 -9.737 -0.055
H 36.590 -27.676 -10.409 -0.026
H 36.220 -26.220 -10.218 0.027
O 40.606 -29.672 -7.195 -0.055
H 40.448 -30.000 -8.080 0.001
H 39.744 -29.395 -6.884 0.021
O 37.560 -31.608 -6.917 -0.056
H 38.143 -31.205 -7.561 -0.021
H 37.245 -30.876 -6.387 0.029
O 38.671 -30.485 -9.590 -0.038
H 38.982 -31.225 -10.111 0.004
H 38.401 -29.833 -10.236 0.004
O 38.124 -31.283 -13.697 -0.057
H 38.187 -31.179 -12.747 -0.007
H 37.707 -32.136 -13.818 0.037
O 37.345 -28.957 -11.756 -0.031
H 38.011 -28.611 -12.349 0.070
H 36.574 -29.084 -12.309 0.070
```

---

> Which of these has the lowest max |F|?

H14O7

---

Repeat the fourth record exactly.
DFT (wB97M-V/def2-TZVPD) results for 7 unconnected molecules or ions with the total composition H14O7.

## Properties
LUMO energy (hartree): 0.001
Max |F| (Eh/bohr): 0.012
Frontier orbital gap (hartree): 0.39574
E_HOMO (eV): -10.7
Charge: 0
SMILES: O.O.O.O.O.O.O
Spin multiplicity: 1
Energy relative to the best compared isomer or geometry (same formula, charge and spin) (eV): 1.497

```
21
Properties=species:S:1:pos:R:3:lowdin_charge:R:1
O 40.198 -32.107 -11.469 -0.031
H 40.938 -31.883 -12.034 0.057
H 40.166 -33.064 -11.484 0.056
O 36.357 -27.036 -9.737 -0.055
H 36.590 -27.676 -10.409 -0.026
H 36.220 -26.220 -10.218 0.027
O 40.606 -29.672 -7.195 -0.055
H 40.448 -30.000 -8.080 0.001
H 39.744 -29.395 -6.884 0.021
O 37.560 -31.608 -6.917 -0.056
H 38.143 -31.205 -7.561 -0.021
H 37.245 -30.876 -6.387 0.029
O 38.671 -30.485 -9.590 -0.038
H 38.982 -31.225 -10.111 0.004
H 38.401 -29.833 -10.236 0.004
O 38.124 -31.283 -13.697 -0.057
H 38.187 -31.179 -12.747 -0.007
H 37.707 -32.136 -13.818 0.037
O 37.345 -28.957 -11.756 -0.031
H 38.011 -28.611 -12.349 0.070
H 36.574 -29.084 -12.309 0.070
```

---

> Which formula does entry 4 have?

H14O7